(1)
The following is a quantum chemistry calculation of an isolated ion of composition C5H10N and charge +1 in a non-equilibrium geometry, from the Open Molecules 2025 dataset.

```
16
Properties=species:S:1:pos:R:3:forces:R:3:lowdin_charge:R:1
C 0.251421 0.702839 -1.491791 -1.73 -1.07 2.67 -0.023
C 0.139367 0.160320 -0.146787 0.51 0.42 -0.41 0.005
C -0.600351 -0.921174 0.654120 0.31 0.25 -1.96 -0.244
C 0.977906 1.988860 -1.695341 -0.19 -1.09 -1.47 -0.088
C -0.342987 -1.248559 2.111258 4.73 2.43 -0.78 -0.001
N -1.566422 -1.659399 0.160360 -0.32 0.46 -1.49 0.207
H -0.270658 0.405691 -2.467542 0.42 -0.31 1.96 0.140
H 0.824669 0.602620 0.633761 -0.71 0.08 -1.34 0.115
H 1.555701 1.970066 -2.603918 -0.34 -0.08 -0.97 0.091
H 1.742058 2.174804 -1.049627 1.80 0.30 2.69 0.049
H 0.365093 2.870057 -1.701320 -0.80 0.21 -0.15 0.103
H 0.628802 -1.908487 2.233886 -1.89 1.26 -0.37 0.154
H -1.185754 -1.781883 2.366541 -1.58 -0.84 1.65 0.044
H -0.080841 -0.229385 2.669073 -1.01 -2.36 -0.89 0.154
H -1.923338 -2.512204 0.548609 0.06 -0.08 1.04 0.141
H -2.042293 -1.506021 -0.724224 0.73 0.43 -0.18 0.152
```
Forces are in eV/Å.

The total energy is -250.94474 hartree. As for the charge: +1. As for the relative energy (zero: lowest compared OMol25 entry of this formula, charge and spin): 158.99 kJ/mol. For the orbital gap, the calculation gives 8.9 eV. As for the SMILES: C/C=C/C(C)=[NH2+]. For the LUMO energy, the calculation gives -5.33 eV.

=====

(2)
The following is a quantum chemistry calculation of a 8-piece molecular cluster, C45H82B2IN4O12 overall in a non-equilibrium geometry, from the Open Molecules 2025 dataset.

```
146
Properties=species:S:1:pos:R:3:forces:R:3:lowdin_charge:R:1
C 5.406698 1.157692 -0.516840 0.50 0.14 0.99 -0.099
O 4.108180 1.412150 -1.033877 0.72 0.07 -0.46 -0.194
C 4.102804 1.817558 -2.388278 -0.55 -0.31 -0.56 -0.220
C 3.821571 0.635239 -3.377341 -0.40 0.97 -0.07 -0.138
C 2.674118 0.996748 -4.373749 0.50 -0.99 -0.58 -0.191
C 1.494836 0.009492 -4.313530 -0.52 0.00 0.13 -0.195
C 0.743469 0.063097 -2.948839 0.30 0.76 -0.66 -0.147
C -0.473746 -0.882769 -2.860964 0.45 0.49 -1.10 -0.080
N -0.336672 -2.033009 -1.887688 0.15 0.05 -0.67 -0.014
B 0.907481 -2.824659 -2.403735 1.89 -1.04 -0.41 -0.611
N 0.903161 -3.593075 -3.596171 -0.81 1.62 0.37 0.256
O 2.128338 -2.777170 -1.733592 -1.05 0.79 -0.38 0.163
C -0.090833 -1.580582 -0.488270 -0.24 0.61 2.61 -0.195
C -1.143506 -0.589640 0.103517 -0.55 0.01 -0.07 -0.085
C -0.534367 0.399981 1.084475 0.02 -0.21 0.36 -0.229
C 0.216755 1.516549 0.722748 -0.36 -0.67 0.03 -0.030
C 0.685525 2.360313 1.719748 0.79 1.50 -1.07 -0.074
C 0.439575 2.173099 3.064188 -0.51 -0.80 0.64 -0.062
C -0.301276 1.045564 3.434348 0.13 0.38 -0.01 -0.068
C -0.767688 0.198083 2.446325 -0.50 -0.80 0.04 -0.061
C 0.024369 -2.759666 0.520116 -0.18 -0.03 -0.50 -0.065
C -1.080291 -3.854817 0.368958 1.25 0.20 0.70 -0.235
C -0.497974 -5.150610 1.017953 -0.06 -0.33 -0.15 -0.167
C -0.569613 -5.109378 2.546417 0.04 -0.14 -0.19 -0.782
O -0.090402 -4.278047 3.236878 -0.11 0.03 -0.17 0.035
I -1.635827 -6.782912 3.469964 0.11 0.21 -0.23 0.802
C -1.475560 -4.160182 -1.107624 -0.02 -0.32 1.50 -0.072
B -2.903211 -4.923611 -1.058184 -0.38 0.14 -0.44 -0.533
O -3.444443 -5.302188 -2.302906 0.74 0.92 0.25 0.125
N -3.621008 -5.191323 0.182692 -1.43 -0.12 -1.82 -0.078
C -4.617884 -6.291377 -0.070297 0.02 0.59 0.85 -0.068
C -4.462315 -4.007820 0.592951 1.48 0.41 1.61 -0.046
C -1.507248 -2.936844 -2.042024 -1.76 -1.80 0.30 -0.201
N -2.812052 -2.217164 -1.868227 0.12 -0.57 -0.54 0.191
C -3.449248 -2.156050 -2.921723 0.32 2.59 -1.21 -0.248
O -3.921076 -1.804837 -3.942179 0.46 -1.20 1.94 0.190
H 5.606862 0.089547 -0.325196 -0.30 0.20 -0.28 0.086
H 5.478389 1.671721 0.458365 -0.04 -0.22 -0.33 0.084
H 6.228094 1.555137 -1.132098 -0.42 -0.05 -0.05 0.086
H 3.296918 2.566415 -2.482937 0.22 -0.32 0.07 0.117
H 5.027948 2.317736 -2.717029 -0.11 -0.09 0.50 0.124
H 3.557347 -0.260330 -2.789579 0.19 0.26 -0.12 0.089
H 4.723186 0.417096 -3.965454 -0.20 -0.14 0.34 0.113
H 3.095892 0.914536 -5.389381 -0.35 0.19 0.26 0.110
H 2.333033 2.037227 -4.278141 0.01 -0.32 0.16 0.113
H 0.774078 0.257759 -5.114050 0.27 -0.03 0.25 0.103
H 1.830183 -1.022819 -4.532592 0.10 0.35 0.15 0.110
H 0.350643 1.093984 -2.899651 0.16 -0.36 0.27 0.132
H 1.479791 -0.008006 -2.133746 -0.44 -0.15 0.00 0.102
H -1.378306 -0.286729 -2.708218 0.13 -0.52 0.54 0.132
H -0.596678 -1.348714 -3.855859 -0.05 0.10 0.40 0.134
H 1.823345 -3.588508 -4.022506 -0.12 -0.53 0.03 0.117
H 0.185484 -3.343929 -4.267054 0.09 -0.60 -0.18 0.094
H 2.554474 -1.942847 -1.989485 0.38 -0.15 0.46 0.100
H 0.865788 -1.049818 -0.377999 -0.20 -0.28 -0.90 0.150
H -1.871738 -1.191785 0.673702 0.08 0.27 -0.37 0.113
H -1.736767 -0.030037 -0.634088 0.34 -0.24 -0.02 0.117
H 0.406419 1.713040 -0.334959 0.09 0.13 0.30 0.106
H 1.254161 3.253218 1.403799 -0.42 -0.80 0.30 0.090
H 0.781567 2.850739 3.845842 0.14 -0.04 -0.48 0.102
H -0.547821 0.843231 4.479130 0.12 0.08 -0.31 0.107
H -1.375615 -0.668802 2.733039 0.20 0.28 -0.01 0.115
H -0.050047 -2.299128 1.517425 0.10 -0.19 -0.34 0.120
H 1.025936 -3.213277 0.483084 -0.32 0.14 -0.24 0.124
H -1.917517 -3.555999 1.016226 -0.10 -0.03 -0.67 0.127
H -0.980783 -6.068173 0.659292 -0.11 0.38 0.15 0.086
H 0.572055 -5.245840 0.751975 -0.34 0.07 0.19 0.138
H -0.770185 -4.941665 -1.465586 -0.06 0.60 -0.23 0.164
H -4.307919 -4.875500 -2.390576 -0.25 -0.72 0.00 0.101
H -5.116908 -6.460270 0.897874 0.30 -0.39 -0.36 0.098
H -4.121298 -7.190081 -0.448125 -0.28 0.16 0.12 0.096
H -5.416722 -5.930801 -0.744060 0.32 -0.45 -0.03 0.087
H -4.146561 -3.752777 1.623435 -0.38 0.08 -0.33 0.092
H -5.526760 -4.254748 0.658259 0.28 0.05 -0.38 0.093
H -4.268423 -3.108813 -0.010059 -0.31 -0.32 0.00 0.071
H -1.579152 -3.358438 -3.058114 0.91 0.35 0.24 0.155
C 2.932993 -0.037607 5.699342 0.13 0.18 -0.18 -0.022
C 2.386857 1.184332 6.395316 0.03 0.11 -0.04 -0.512
O 2.633435 2.298875 5.996141 -0.03 0.01 -0.01 0.057
C 1.520146 0.956951 7.609483 -0.02 0.30 -0.01 -0.022
H 3.535252 0.272382 4.847032 -0.03 0.02 0.02 0.081
H 3.561191 -0.608157 6.385612 -0.15 -0.13 0.02 0.085
H 2.111517 -0.661042 5.341094 0.04 -0.12 0.14 0.080
H 2.086672 0.429871 8.378737 -0.11 -0.16 -0.04 0.086
H 0.637630 0.376228 7.334613 0.08 -0.16 0.09 0.081
H 1.197939 1.917457 8.007765 0.02 -0.02 -0.03 0.083
C -6.878841 -5.099585 -6.878706 -0.28 0.00 0.04 -0.022
C -6.984309 -3.991834 -5.859706 -0.12 -0.06 -0.05 -0.500
O -8.049968 -3.648771 -5.407045 0.04 0.02 0.05 0.080
C -5.699573 -3.324682 -5.424655 -0.45 -0.05 0.03 -0.043
H -7.872968 -5.484888 -7.096481 0.02 0.03 0.02 0.084
H -6.440355 -4.716960 -7.801995 0.16 -0.10 0.04 0.086
H -6.265538 -5.912116 -6.484802 0.14 0.05 -0.12 0.084
H -5.209649 -2.863445 -6.283596 0.15 -0.13 0.03 0.092
H -5.035257 -4.060714 -4.965895 0.12 -0.02 -0.20 0.075
H -5.927965 -2.554431 -4.697326 -0.15 -0.03 -0.07 0.064
C 2.338988 6.749835 1.674820 -0.06 -0.30 -0.24 -0.004
C 2.438629 5.706746 2.759249 0.06 -0.07 0.17 -0.469
O 2.303142 4.526418 2.515504 0.26 0.46 0.06 0.036
C 2.712866 6.191989 4.157785 -0.08 -0.35 0.08 0.001
H 2.139264 6.264284 0.720296 0.02 -0.01 0.03 0.083
H 1.522581 7.437713 1.895948 0.15 0.14 0.08 0.060
H 3.278430 7.299418 1.598352 -0.09 0.16 0.10 0.091
H 1.912616 6.859057 4.485852 0.15 0.19 -0.03 0.076
H 3.668991 6.717120 4.188681 -0.11 0.19 0.01 0.091
H 2.758942 5.338438 4.833342 0.01 0.00 -0.05 0.081
C -3.384695 -5.042663 6.709554 0.07 0.20 -0.23 -0.042
C -4.725056 -5.016342 6.017950 0.00 0.08 -0.12 -0.514
O -4.886015 -4.416711 4.978322 0.02 -0.03 -0.01 0.045
C -5.855099 -5.768181 6.675312 -0.15 0.10 -0.25 -0.022
H -2.669258 -4.464038 6.127494 -0.02 -0.03 0.00 0.070
H -3.467757 -4.600158 7.703746 0.00 -0.19 0.08 0.086
H -3.025443 -6.070140 6.786235 -0.03 0.01 0.19 0.075
H -6.047482 -5.358840 7.668253 0.09 -0.16 0.07 0.087
H -5.603250 -6.827213 6.752367 0.03 0.03 0.20 0.086
H -6.755921 -5.664844 6.073023 0.04 0.01 0.01 0.082
C -0.204776 9.620442 2.506698 0.27 -0.01 0.11 -0.033
C -0.567223 9.195509 3.908843 0.06 0.00 0.12 -0.505
O 0.279517 9.056255 4.761263 0.02 -0.07 -0.06 0.063
C -2.026528 8.951173 4.200607 0.10 -0.05 0.27 -0.022
H 0.873262 9.759734 2.441367 -0.03 0.02 0.02 0.079
H -0.504949 8.847221 1.796741 -0.17 0.14 -0.07 0.081
H -0.695606 10.563425 2.261826 -0.12 -0.11 -0.12 0.087
H -2.405930 8.151808 3.561646 -0.09 0.14 -0.11 0.085
H -2.598620 9.864925 4.032051 -0.07 -0.08 -0.16 0.087
H -2.141052 8.652753 5.241007 0.03 0.01 -0.03 0.083
C 0.609863 2.415198 -9.534115 0.27 0.01 0.14 -0.018
C 0.197800 1.953194 -8.160737 0.12 0.03 0.02 -0.497
O 1.006469 1.830151 -7.267007 -0.07 -0.08 0.08 0.057
C -1.264649 1.650445 -7.945556 0.11 -0.08 0.28 -0.021
H 1.682981 2.595917 -9.547189 -0.03 -0.01 0.02 0.084
H 0.373674 1.647161 -10.272354 -0.15 0.12 -0.06 0.089
H 0.094080 3.343219 -9.785517 -0.11 -0.11 -0.12 0.090
H -1.581934 0.849361 -8.615065 -0.09 0.14 -0.11 0.087
H -1.861457 2.545123 -8.128068 -0.06 -0.09 -0.16 0.089
H -1.419985 1.329847 -6.916066 0.02 0.02 -0.02 0.071
C 6.841146 4.379559 1.887599 -0.11 0.04 -0.27 -0.027
C 7.988518 3.740421 1.143929 0.01 0.02 -0.11 -0.511
O 8.004132 3.686744 -0.064819 -0.05 -0.05 0.01 0.057
C 9.114151 3.171619 1.971161 0.11 -0.08 -0.27 -0.022
H 6.105953 4.744373 1.171886 0.03 -0.03 0.00 0.079
H 6.363015 3.645877 2.539312 0.07 0.10 0.16 0.085
H 7.203806 5.221513 2.479545 -0.02 -0.12 0.16 0.086
H 8.735171 2.385171 2.626124 0.02 0.13 0.15 0.085
H 9.575006 3.961113 2.566809 -0.09 -0.08 0.16 0.087
H 9.867448 2.745612 1.310923 -0.03 0.02 0.00 0.082
```
Forces are in eV/Å.

The total energy is -3233.03611 hartree. As for the charge: +1. As for the relative energy (zero: lowest compared OMol25 entry of this formula, charge and spin): 0.00 kJ/mol. For the orbital gap, the calculation gives 8.6 eV. For the LUMO energy, the calculation gives -2.31 eV.